No. 1
A molecular structure, C7H10, computed with ωB97M-V/def2-TZVPD.

Cartesian coordinates (Å):
C 0.1341 0.1391 -0.3889
H -0.7218 -2.1064 2.1034
C -0.7090 -1.1677 1.5524
H -1.2160 0.9937 -1.9516
H 0.9477 -1.9030 0.1843
H 0.5428 0.8063 1.8369
C 0.3487 -1.0475 0.4966
H -1.6947 -0.7305 1.4023
H 1.5518 -0.4458 -1.9910
H -1.0250 1.5352 0.9298
H -0.9571 -0.8158 -2.0730
C -0.0114 1.2164 0.6695
H 0.6896 2.0555 0.5924
C 0.9023 0.3588 -1.6542
C 0.5287 -0.3853 1.8617
H 1.2776 1.3581 -1.8650
C -0.5883 0.1388 -1.7056

Cartesian forces (eV/Å) of the 6 atoms listed first:
C 0.0 0.0 0.1
H 0.0 0.1 -0.1
C -0.1 -0.1 0.0
H 0.1 -0.2 0.1
H -0.1 0.2 0.1
H 0.1 0.2 0.1

Properties
- DFT total energy (eV) = -7415.19706
- 2S+1 = 1
- E_HOMO (eV) = -7.951
- M (Da) = 94.16
- HOMO-LUMO gap (eV) = 8.84

No. 2
A molecular structure, C32H49IrN4O4P2S, computed with ωB97M-V/def2-TZVPD.

Cartesian coordinates (Å):
H -2.4535 -1.8180 2.3504
C -3.3301 -5.2286 -0.6374
H -1.5595 3.5329 3.2364
H -2.3308 -0.1430 2.9248
H -5.8362 -1.6088 -0.4314
H 1.2810 -3.8414 -1.1143
H 4.9989 -0.2938 0.8243
O -4.0836 0.1808 -3.3129
C 1.7744 -2.9709 -0.6808
H 2.4933 0.8002 -1.7394
O -3.6751 -2.8764 -1.7852
H -5.4718 -3.7661 0.4349
C -2.6375 0.5522 -1.0045
H 1.2889 5.5669 1.6315
H 0.9991 -0.9255 -2.4491
C 1.3108 -2.6276 4.2092
H -1.2598 -5.4150 -1.2651
H -2.1176 1.0988 -1.7649
H -1.0058 2.6014 -2.0454
C 1.2171 -0.0284 3.2577
C 1.6019 4.7425 2.2593
H 0.1251 4.5320 -1.0583
P 1.2833 -0.5528 0.6188
C 1.2672 -0.2411 4.6336
H 2.2426 -3.2872 0.2515
C 2.5252 4.9760 3.2822
H 2.6248 2.7993 -0.6319
H -4.2756 -3.2605 1.6337
H -0.5972 -0.6325 -1.7253
C -2.9364 -0.8379 2.3395
C 1.5493 2.4137 2.8864
N -4.0949 -0.6681 0.1252
N 0.9945 1.1977 2.6192
C -1.5618 5.3659 1.0998
S -3.3276 -3.4608 -0.5167
H 3.8772 -0.8247 2.0757
H 0.4678 1.6301 -1.9238
C 1.2101 -1.1287 2.3447
H -1.0199 5.7832 0.2512
C 2.5095 2.6461 3.8876
C 2.1097 3.7160 -0.9247
H 2.9038 5.9772 3.4418
H 2.5591 -2.6647 -1.3718
C -3.8036 -0.1058 -1.1050
H -3.1722 -5.6142 0.3715
H -2.5727 5.7730 1.0646
H -2.2999 -6.7698 -1.7030
C -3.0761 -0.3618 0.9366
C -2.2249 3.3027 2.4016
Ir -0.3943 0.8270 1.2358
C -2.2548 -5.6868 -1.6167
H 2.9509 1.0977 0.7709
H 3.7191 4.1205 4.8446
H 2.8905 1.8323 4.4880
H -3.1825 3.7818 2.6078
C 3.2660 0.2639 -1.1924
C -4.6515 -3.0737 0.6285
N -2.1767 0.3984 0.2833
H 1.2376 -3.2764 2.1658
C -1.6593 3.8353 1.0808
H 2.4176 3.9583 -1.9423
O -2.0917 -3.0156 0.1199
H 0.4040 3.0440 -2.9799
C 1.1138 3.4674 2.0510
C 1.2434 -2.4274 2.8367
C 4.0256 -0.7538 0.9986
H 3.4176 -0.7038 -1.6686
P -0.0597 3.0257 0.7334
H -3.9053 -0.9145 2.8318
C -5.1688 -1.6492 0.4185
H -0.2100 -2.2025 -2.4009
C 0.5900 3.5532 -0.9041
H -5.7239 -1.3116 1.2916
H 2.4558 4.5195 -0.2789
C 0.0803 2.6426 -2.0194
C 0.7141 -1.8729 -0.5012
H 1.2070 0.5851 5.3287
O -5.8054 -0.4496 -2.1554
H -0.1383 -2.2840 0.0521
H -2.4193 -5.2593 -2.6041
N -4.6402 -0.1540 -2.2941
H 4.0632 -1.7610 0.5824
H -2.3021 3.5191 0.2515
C 2.9812 3.9290 4.0770
H -1.1031 5.7180 2.0242
H -2.4055 2.2209 2.3800
C 0.2006 -1.3587 -1.8452
C 2.9648 0.1087 0.3022
C 1.3280 -1.5471 5.0923
H 1.3649 -1.7332 6.1581
H 1.3531 -3.6355 4.6012
H -4.3318 -5.4968 -0.9766
H 4.1949 0.8248 -1.3002

Cartesian forces (eV/Å) of the 6 atoms listed first:
H 0.0 0.0 0.0
C 0.0 0.0 0.0
H 0.0 0.0 0.0
H 0.0 0.0 0.0
H -0.1 0.0 0.0
H 0.0 0.0 0.0

Properties
- DFT total energy (eV) = -80355.40613
- charge = +3
- 2S+1 = 2
- E_HOMO (alpha / beta) (eV) = -16.763 / -17.442
- M (Da) = 840.00
- HOMO-LUMO gap (alpha / beta) (eV) = 6.77 / 6.42

No. 3
A molecular structure, C27H28LuN2O4P2S, computed with ωB97M-V/def2-TZVPD.

Cartesian coordinates (Å):
Lu -0.5729 0.9884 1.5906
C 1.4323 -0.2085 -3.8175
H -0.2133 -0.3093 -5.1810
S -5.7187 0.9121 -0.4208
P 1.8539 0.9597 -0.4363
O 1.5572 3.4479 3.0099
C 2.8953 0.1159 -1.7756
O -6.3114 0.6790 -1.7235
H 3.6391 -0.5257 -1.2858
C -0.0945 -3.8463 -2.0320
H 3.7016 -1.8866 0.6666
C 0.4127 -2.7105 -2.7628
C 0.5411 -4.2119 -0.7841
H 2.3485 -4.6289 2.7277
H 0.4811 -0.9267 3.9894
C -3.2372 3.9507 -0.0527
H -1.2023 -4.9541 0.4030
C 1.1789 -1.6139 3.4923
H 2.8620 2.6838 1.0015
C 2.0074 -0.7053 -2.6619
H 0.3950 2.8417 -1.0014
H 4.1046 1.5438 0.3971
H 3.4285 2.8069 -0.6962
C 1.0278 2.1442 -1.5640
H 2.8618 1.1102 3.2608
H 1.9450 0.5922 -4.3675
H -6.0429 5.8845 0.2673
C -6.0876 3.7536 -0.0681
C 2.1976 -3.3782 0.9953
O -2.0698 1.3793 0.3036
H -2.1407 3.9815 -0.0237
O -6.4096 0.5427 0.7852
C 0.6164 -5.1561 1.4998
H -7.1711 3.6398 -0.0460
C 3.2543 0.1218 2.9871
H 1.9572 -1.9008 4.2124
C 3.1982 2.1076 0.1275
C -0.0893 -4.8990 0.3192
H 3.4395 0.8776 -2.3687
C -3.3089 1.4177 -0.1305
H 0.4022 1.6135 -2.2872
C -3.9052 2.7364 -0.2934
H 3.6839 -2.5769 2.3181
C 0.9353 2.5901 2.5330
C -5.4295 4.9905 0.1056
C -5.2816 2.6354 -0.2871
C -4.0100 5.0895 0.1367
H 0.2431 -5.8367 2.2722
C 1.7481 -4.3837 1.8465
C 1.6633 -2.0455 -2.2728
H 3.4919 -0.4375 3.9046
C -0.3570 -1.8893 -3.6674
C 0.2552 -0.8094 -4.3296
C 1.7569 -3.4465 -0.3682
H -1.4716 -1.8718 -3.6137
H 0.6268 -2.5052 3.1823
H 1.7955 2.7148 -2.1098
H -1.2740 -0.6104 1.3231
N -4.1003 0.4276 -0.3822
C 3.0380 -2.2337 1.4822
P 1.9608 -0.7983 2.0476
H -3.5479 6.0766 0.3088
H 4.1635 0.2508 2.3856
N 2.1287 -2.3256 -1.0386
H -1.1827 -3.9755 -2.0322

Cartesian forces (eV/Å) of the 6 atoms listed first:
Lu -0.5 -0.9 -2.6
C 1.1 -0.7 -0.1
H -0.2 -0.2 0.5
S 0.0 1.1 -1.1
P 0.3 1.4 -1.7
O -2.9 -3.7 -2.2

Properties
- DFT total energy (eV) = -102646.05132
- charge = +1
- 2S+1 = 1
- E_HOMO (eV) = -10.159
- M (Da) = 713.51
- HOMO-LUMO gap (eV) = 4.81

Which of these has the highest M?
C32H49IrN4O4P2S